# 1
{
  "formula": "C38H93NO11P",
  "method": "ωB97M-V with the def2-TZVPD basis set",
  "total_charge": -1,
  "energy_ha": -2727.29306,
  "homo_ha": -0.1107,
  "lumo_energy_ha": 0.0687,
  "symbols": ["H", "C", "C", "C", "H", "H", "H", "H", "H", "H", "C", "C", "H", "C", "P", "C", "C", "C", "H", "H", "H", "H", "C", "H", "H", "H", "H", "H", "O", "O", "C", "H", "H", "O", "H", "H", "H", "C", "H", "H", "H", "C", "H", "H", "H", "C", "H", "H", "C", "H", "O", "H", "C", "H", "H", "H", "H", "C", "H", "H", "O", "O", "H", "C", "H", "H", "H", "H", "H", "H", "H", "H", "H", "H", "H", "H", "H", "H", "H", "C", "C", "H", "C", "H", "H", "C", "C", "H", "C", "C", "H", "H", "H", "C", "H", "H", "C", "H", "H", "H", "C", "O", "H", "H", "H", "H", "O", "C", "H", "H", "H", "H", "C", "H", "H", "C", "H", "H", "C", "H", "C", "H", "C", "O", "O", "H", "H", "C", "H", "H", "O", "H", "N", "H", "C", "H", "H", "C", "H", "H", "C", "H", "H", "H"],
  "coordinates": [[5.8154, 0.3992, -9.3371], [11.0682, -6.9335, -1.5185], [-0.3109, 3.8546, -0.2403], [-7.3370, 1.6310, 4.6282], [5.5208, 1.8468, -0.7975], [3.6671, -2.4986, 0.9888], [5.2118, -4.5084, -5.4388], [-1.9718, -0.2469, -0.1222], [-3.8938, 0.9388, 2.9336], [-1.1214, 3.8104, 5.3398], [-4.8687, 2.8000, -3.8994], [-1.7558, 3.8057, -0.7123], [-6.4280, 2.7544, -0.0333], [-5.5092, -2.2728, 5.2016], [-1.4977, -1.2055, 2.0124], [8.6282, -7.4575, -1.8113], [-3.1343, -1.1427, 5.6034], [4.9980, 0.7513, -2.5833], [-1.4051, -3.1890, 3.3995], [-4.6446, 5.2669, 2.1379], [-3.4646, -1.0408, 0.4373], [4.0038, -5.9438, -3.7587], [1.9183, -2.7223, -0.2843], [8.8169, -8.5300, -1.7504], [-2.9503, 0.9336, 5.1576], [3.1931, 1.9177, -7.4338], [-3.7895, 2.7390, -3.7448], [-2.8705, 3.8798, 5.4998], [-7.8294, -0.5140, 3.7836], [-5.3169, 1.8356, -1.7320], [-1.9180, 4.4183, -2.0963], [-5.4331, -1.8254, 4.2151], [-3.9943, -0.8132, 2.9247], [4.7387, -2.7558, -4.5640], [10.8995, -6.5537, -0.5072], [-1.3269, 3.8622, -2.8304], [4.4615, -0.4598, -8.5837], [-1.9365, 4.2612, 5.9113], [4.1649, 1.0279, -9.4824], [-4.3639, 1.7582, -1.5857], [-2.9615, 4.3683, -2.4032], [-0.5173, 4.4182, 7.9830], [-6.6470, 1.7833, -3.2437], [7.7502, -7.2943, -2.4352], [-2.0120, -3.6151, 1.7673], [5.0222, -4.1449, -4.4272], [-2.3385, -1.5999, 5.0192], [4.8173, -0.1564, -4.5238], [5.4642, 0.5543, -4.0116], [-1.1841, 2.0780, 7.0618], [4.9881, -0.5181, -1.9161], [3.5916, -4.4829, -2.8459], [3.8199, -4.8713, -3.8416], [-5.2004, 3.7771, -3.5446], [-7.5666, 4.9880, 2.5421], [5.8936, -0.8453, -1.9101], [6.5792, 2.6570, -8.3102], [-6.4185, 2.3162, 5.3751], [-2.6639, -0.8006, 6.5274], [8.3934, -7.0920, -0.8080], [9.5458, -5.3210, -2.4897], [3.7946, 1.4449, -6.8511], [-7.6424, -2.2554, 5.5337], [9.8298, -6.7138, -2.3748], [6.0936, -3.9478, -2.5664], [0.3274, 3.2826, -0.9199], [-3.7416, -3.1361, 6.0095], [6.9045, 1.3678, -1.7809], [-5.8415, 5.6788, 0.9062], [4.9268, 3.2793, -8.4583], [-0.2233, 3.4078, 0.7494], [-5.5950, 2.9822, 2.3258], [-7.9763, 2.1634, 3.9358], [3.9670, 1.1061, -2.5770], [1.5111, -0.6063, -0.2463], [-0.4469, 5.5039, 7.8953], [-1.9050, 5.3430, 5.7664], [-5.5642, 2.8249, 4.9428], [-5.7041, -3.3340, 5.0352], [-5.5654, 1.6903, -3.1229], [-7.4137, 0.1698, 4.7171], [2.9393, -4.7159, -4.4641], [-5.1152, 0.3166, -3.5995], [-2.6625, 4.3088, 7.9344], [5.4686, 1.4877, -4.5753], [-2.0578, -2.8922, 2.5809], [5.0429, 1.3310, -7.5339], [11.3217, -7.9922, -1.4495], [-5.2584, 4.8565, 1.3344], [-3.4235, 0.0309, 3.3397], [3.0534, -1.0268, -1.0248], [7.1192, -3.8281, -3.9947], [0.3390, 3.9746, 7.4683], [5.6086, 2.7156, -7.8154], [2.1206, -2.0811, 1.7605], [11.9204, -6.3976, -1.9359], [6.2623, -4.3506, -3.5698], [2.5394, -3.7733, 1.4981], [-4.6094, 0.3835, 5.1044], [-5.6170, -0.4662, -3.0325], [4.8676, 0.5251, -8.8117], [-1.9089, 2.4857, 7.5473], [-4.6044, 4.4551, 0.5601], [5.8759, 2.7133, -2.3015], [2.3820, -3.4490, -0.9593], [6.5166, -5.4066, -3.4772], [-7.0206, 4.2877, 2.9096], [2.6115, -2.7719, 1.0716], [-2.1150, -2.0061, -0.2239], [0.0598, 4.8810, -0.1997], [-7.7041, 2.4230, 1.1428], [5.7246, 3.2750, -6.8870], [-6.7522, -1.7615, 5.9174], [6.4772, 0.1380, -4.0190], [1.5157, -1.3051, -1.8648], [-7.0396, 3.1952, 0.7523], [-1.5974, 5.4618, -2.1164], [-7.6683, 3.9786, 0.3119], [5.8742, 1.7335, -1.8223], [9.3653, -4.9834, -1.6073], [-1.8157, 3.8945, 7.3840], [-2.3882, 4.3385, -0.0017], [-4.2159, -2.1536, 6.0314], [-6.9195, -0.3402, 5.8692], [-2.2214, 2.4617, -0.7104], [0.1532, -2.4713, 0.4455], [5.7081, 0.7978, -6.8549], [-6.1848, 3.7751, 1.8638], [-5.3270, 0.1749, -4.6618], [-6.5060, 2.2912, 6.4573], [0.5628, -3.1217, -0.1545], [-4.4681, -1.9814, 7.0789], [-2.0124, -0.0419, 2.9936], [-6.6749, -2.0265, 6.9705], [-3.5873, 0.0998, 4.8551], [4.5686, -2.3966, -3.6831], [-5.0687, 2.7311, -4.9708], [2.0154, -1.3301, -0.8933], [-4.0412, 0.1938, -3.4407], [-0.4474, 4.1479, 9.0370], [-2.3794, -1.1279, 0.3672], [-3.0803, -2.8994, 2.9728], [-1.6723, 1.9587, -1.3219], [10.0254, -7.0545, -3.3924]],
  "lowdin_charge": [0.078, -0.066, -0.054, -0.063, 0.081, 0.069, 0.134, -0.016, 0.079, 0.087, -0.066, -0.494, 0.054, -0.165, 0.640, -0.060, -0.198, -0.475, 0.005, 0.079, 0.017, 0.078, -0.508, 0.079, 0.085, 0.084, 0.064, 0.070, 0.080, -0.063, -0.059, 0.099, 0.074, -0.062, 0.080, 0.083, 0.081, -0.059, 0.079, 0.071, 0.054, -0.070, 0.136, 0.066, 0.012, -0.494, 0.077, 0.072, -0.062, 0.089, -0.078, 0.069, -0.052, 0.077, 0.081, 0.087, 0.078, 0.072, 0.095, 0.084, -0.057, -0.055, 0.114, -0.502, 0.082, 0.080, 0.095, 0.079, 0.079, 0.079, 0.086, 0.127, 0.097, 0.143, 0.077, 0.074, 0.075, 0.066, 0.110, -0.492, -0.500, 0.081, -0.057, 0.134, 0.071, -0.318, -0.508, 0.078, -0.051, -0.401, 0.042, 0.078, 0.080, -0.062, 0.071, 0.077, -0.061, 0.073, 0.073, 0.081, -0.060, -0.055, 0.064, 0.079, 0.114, 0.063, -0.075, -0.066, 0.006, 0.076, 0.080, 0.075, -0.178, 0.090, 0.078, -0.047, 0.078, 0.081, -0.059, 0.086, -0.507, 0.122, -0.182, -0.021, -0.056, -0.001, 0.123, -0.483, 0.075, 0.073, -0.092, 0.096, -0.375, 0.118, -0.222, 0.066, 0.076, -0.062, 0.082, 0.074, -0.313, 0.005, 0.085, 0.136]
}

***

# 2
{
  "formula": "C12H7CuN3O7S",
  "method": "ωB97M-V with the def2-TZVPD basis set",
  "total_charge": -1,
  "energy_ha": -3191.07750,
  "homo_ha": -0.1859,
  "lumo_energy_ha": 0.0852,
  "symbols": ["H", "O", "H", "C", "O", "C", "N", "C", "S", "O", "H", "H", "O", "C", "H", "C", "C", "N", "Cu", "O", "O", "H", "C", "C", "N", "C", "C", "C", "O", "C", "H"],
  "coordinates": [[3.5598, 2.1163, 0.5916], [0.9775, 3.6332, 3.0594], [-3.2384, -2.4432, -0.0356], [2.6645, 1.5386, 0.7619], [-1.9159, 0.0703, 1.9831], [1.6815, 1.9862, 1.6200], [-2.8931, -1.8025, -0.7378], [-1.3023, -1.3745, -2.4064], [-1.5791, -4.0060, -1.5334], [3.1719, -0.5032, -1.9197], [-0.5322, -1.7455, -3.0664], [-0.2556, 1.6137, 2.4676], [4.6733, 0.2363, -0.5699], [2.4707, 0.3496, 0.1118], [-1.0684, 0.6630, -2.9436], [-3.1502, -0.4816, -0.5840], [-2.5384, 0.4293, -1.3808], [1.8551, 3.2580, 2.2982], [-0.2347, -2.8580, -0.1195], [-1.1083, -1.9224, 1.4172], [2.8716, 3.9035, 2.0781], [-3.8191, -0.2179, 0.2207], [0.3232, 0.0215, 1.2135], [-1.9377, -2.3204, -1.5575], [3.5098, -0.0169, -0.8604], [-1.0003, -0.6623, 1.5833], [0.5223, 1.2409, 1.8180], [1.3356, -0.5150, 0.3204], [1.2821, -1.6312, -0.2721], [-1.5979, -0.0436, -2.3159], [-2.7273, 1.4834, -1.2416]],
  "lowdin_charge": [0.127, 0.046, 0.147, 0.054, -0.016, -0.157, 0.068, -0.086, 0.643, 0.078, 0.115, 0.123, 0.042, -0.068, 0.115, -0.078, -0.056, -0.370, 0.198, -0.094, 0.034, 0.130, -0.026, -0.768, -0.353, -0.609, 0.049, -0.281, -0.078, -0.041, 0.111]
}

***

# 3
{
  "formula": "C2H3IN4",
  "method": "ωB97M-V with the def2-TZVPD basis set",
  "total_charge": 2,
  "energy_ha": -593.90474,
  "homo_ha": [-0.7309, -0.7309],
  "lumo_energy_ha": [-0.4675, -0.4675],
  "symbols": ["H", "N", "H", "H", "C", "I", "N", "C", "N", "N"],
  "coordinates": [[-1.3192, -1.2462, 0.3187], [1.3943, -1.9395, -0.0235], [1.6401, 1.3127, -0.1887], [-0.7956, 0.5274, 0.3094], [0.6639, -0.6580, -0.0794], [4.7738, 0.1734, -0.0176], [1.6907, 0.2527, -0.1371], [2.8739, -0.4251, -0.0802], [2.5589, -1.7825, -0.0395], [-0.5123, -0.4499, 0.1856]],
  "lowdin_charge": [0.297, 0.195, 0.232, 0.195, -0.250, 1.463, 0.160, -0.737, 0.083, 0.362]
}

***

# 4
{
  "formula": "C4H6O2",
  "method": "ωB97M-V with the def2-TZVPD basis set",
  "energy_ha": -306.36178,
  "homo_ha": -0.3309,
  "lumo_energy_ha": 0.0271,
  "symbols": ["O", "C", "H", "H", "H", "H", "C", "O", "C", "H", "H", "C"],
  "coordinates": [[3.2580, 0.0788, 0.8039], [-1.9291, 0.2349, -0.2874], [-1.7195, -1.3599, 1.4339], [0.6041, -1.4514, -0.1365], [-1.7584, 1.3089, -0.1458], [2.4191, 0.4875, -0.9942], [-1.3044, -0.6731, 0.7254], [-0.8638, -0.2009, -1.2115], [2.5522, 0.7320, 0.0783], [-2.9677, 0.0567, -0.5863], [1.9955, 1.6203, 0.4352], [-0.2861, -0.8337, -0.1149]],
  "lowdin_charge": [-0.010, -0.149, 0.090, 0.118, 0.118, 0.084, -0.054, -0.082, -0.163, 0.120, 0.085, -0.157]
}

***

# 5
{
  "formula": "C3H9NOSi",
  "method": "ωB97M-V with the def2-TZVPD basis set",
  "energy_ha": -539.03200,
  "homo_ha": [-0.2427, -0.3004],
  "lumo_energy_ha": [0.0079, -0.0061],
  "symbols": ["Si", "H", "H", "H", "H", "N", "H", "H", "H", "H", "C", "C", "H", "C", "O"],
  "coordinates": [[-0.0524, -0.0962, -0.1184], [0.8860, 2.2112, -0.1684], [0.4630, -2.0233, -1.7968], [-0.0468, -1.3250, 2.1494], [0.6638, -0.3560, -2.5013], [-2.7887, -0.9774, 0.3027], [-0.6675, 2.0016, 0.6173], [1.9334, -1.1619, -1.4730], [1.5393, -1.0395, 1.5478], [0.5694, 0.3696, 2.0506], [0.8506, -0.9260, -1.6774], [0.5368, -0.5916, 1.6603], [-0.4457, 2.1317, -1.1947], [-0.1523, 1.7785, -0.2119], [-3.2888, 0.0043, 0.8138]],
  "lowdin_charge": [0.735, 0.055, 0.050, 0.001, -0.048, -0.011, -0.037, 0.027, 0.030, -0.019, -0.230, -0.205, 0.028, -0.229, -0.147]
}

***

# 6
{
  "formula": "C3H10N2O2",
  "method": "ωB97M-V with the def2-TZVPD basis set",
  "energy_ha": -380.17427,
  "homo_ha": -0.3113,
  "lumo_energy_ha": 0.0331,
  "symbols": ["O", "C", "H", "H", "O", "N", "H", "N", "H", "H", "H", "C", "H", "C", "H", "H", "H"],
  "coordinates": [[-1.7663, -2.0845, 0.2871], [2.5740, 0.7310, 0.4688], [-1.3162, 2.2828, 0.6059], [-0.4551, 1.5328, -0.8372], [1.6005, -0.2496, 0.7300], [-0.4904, -0.9366, -1.3434], [-2.3747, 0.1204, 1.0997], [-1.5865, -0.8852, -0.5138], [0.3935, -1.0477, -0.8398], [0.7900, 0.1886, 1.0251], [2.2461, 1.4236, -0.3134], [-1.1074, 1.4143, 0.0088], [-0.6035, -1.6773, -2.0265], [-1.6967, 0.2535, 0.2697], [3.4649, 0.2064, 0.1280], [2.8209, 1.3017, 1.3699], [-2.4929, -2.5741, -0.1188]],
  "lowdin_charge": [-0.036, -0.162, 0.049, 0.049, -0.148, 0.064, 0.114, -0.254, 0.074, 0.046, 0.075, -0.010, 0.093, -0.199, 0.079, 0.079, 0.088]
}